Here is a structure of composition C33H67AsClO7S5Si2V at a distorted geometry from OMol25. Energies are from ωB97M-V/def2-TZVPD.

Last column: Mulliken spin population.
Positions of all 117 atoms, in Å:
V -0.13218 -0.25616 -0.00193  1.1977
S -1.00022 0.01983 2.13250  -0.0437
S 0.64328 0.07755 3.42581  0.0081
S 1.78268 1.48735 2.47642  -0.0012
S 2.03979 0.58901 0.63967  -0.0401
Cl 0.57885 0.09605 -2.25264  0.0125
C -1.27719 3.35129 1.05987  -0.0041
As -0.54438 2.26498 -0.35912  -0.0365
C 0.95032 3.38875 -0.86164  0.0023
C -1.85788 2.62131 -1.79837  -0.0027
C -1.59571 3.85808 -2.59023  0.0005
C -2.18832 5.07248 -2.25287  -0.0009
C -1.90235 6.22941 -2.96591  0.0003
C -1.01854 6.18830 -4.03414  -0.0006
C -0.42738 4.98026 -4.38384  0.0005
C -0.71348 3.82801 -3.67012  0.0002
H -1.43418 4.36895 0.69217  -0.0010
H -0.57726 3.34825 1.89612  -0.0004
H -2.21143 2.89510 1.37467  0.0021
H 0.58234 4.37062 -1.16129  -0.0001
H 1.50373 2.91793 -1.67318  0.0008
H 1.60045 3.47653 0.00901  0.0001
H -2.82593 2.66716 -1.29715  -0.0005
H -1.84593 1.72804 -2.42179  0.0028
H -2.88446 5.10805 -1.42291  -0.0002
H -2.37465 7.16308 -2.68557  0.0000
H -0.79497 7.08822 -4.59287  -0.0001
H 0.26544 4.93628 -5.21466  0.0000
H -0.23982 2.88810 -3.93052  -0.0001
C -7.19828 -0.06815 -2.11697  0.0004
C -5.70860 0.02483 -2.43205  -0.0011
C -5.12523 -1.36849 -2.63960  -0.0002
C -5.46216 0.89088 -3.65894  0.0001
O -5.08513 0.69795 -1.34059  -0.0007
Si -4.22515 0.18370 -0.03801  -0.0113
S -2.36668 -0.49407 -0.71346  -0.0141
O -4.13103 1.49373 0.94692  0.0170
C -5.13398 2.46558 1.29235  0.0007
C -4.93454 3.67328 0.38644  0.0003
C -6.55143 1.92604 1.12349  0.0003
C -4.89409 2.82839 2.75288  -0.0001
O -5.19379 -0.96986 0.61469  -0.0025
C -5.10191 -1.89892 1.69860  0.0024
C -4.79117 -1.17325 3.00203  -0.0032
C -6.47151 -2.56054 1.76828  -0.0006
C -4.02542 -2.92796 1.40279  -0.0001
H -7.73722 -0.57704 -2.91854  -0.0001
H -7.61993 0.93117 -1.99692  0.0000
H -7.34451 -0.62104 -1.18847  0.0001
H -5.64415 -1.85888 -3.46622  0.0001
H -5.25230 -1.97848 -1.74543  0.0000
H -4.06121 -1.32004 -2.86854  0.0007
H -5.92053 0.44987 -4.54628  0.0000
H -4.39063 0.99250 -3.83142  -0.0004
H -5.88163 1.88625 -3.50624  0.0000
H -5.03517 3.37662 -0.65869  0.0000
H -3.94264 4.09728 0.53759  -0.0003
H -5.67600 4.44415 0.60604  0.0001
H -6.75358 1.66374 0.08828  0.0000
H -7.26092 2.69598 1.43337  0.0000
H -6.71204 1.04259 1.73764  0.0000
H -3.89413 3.23573 2.89615  -0.0003
H -4.98932 1.94174 3.37785  -0.0001
H -5.62239 3.57100 3.08488  0.0000
H -5.55980 -0.43208 3.22070  0.0004
H -3.82356 -0.67428 2.95170  0.0018
H -4.76384 -1.88794 3.82719  -0.0001
H -7.24272 -1.80974 1.94727  0.0000
H -6.50576 -3.29698 2.57273  0.0000
H -6.69239 -3.06240 0.82539  0.0001
H -3.04240 -2.45955 1.35724  0.0034
H -4.21984 -3.41225 0.44431  -0.0003
H -4.01377 -3.69048 2.18362  0.0000
C 4.04040 -4.72391 0.92524  -0.0001
C 3.12952 -3.81465 1.73825  -0.0002
C 3.63482 -2.38053 1.72482  -0.0006
C 2.98325 -4.33248 3.16173  0.0002
O 1.81378 -3.85354 1.18375  -0.0053
Si 1.11760 -3.36825 -0.19362  -0.0031
O 0.40751 -1.89613 0.01544  -0.0752
O -0.05785 -4.42201 -0.57827  -0.0071
C -0.55775 -5.61948 0.01556  0.0001
C 0.44862 -6.73795 -0.21631  0.0000
C -0.80063 -5.40976 1.50247  0.0008
C -1.86387 -5.91032 -0.71009  0.0000
O 2.23481 -3.25648 -1.35579  0.0025
C 2.27978 -3.53391 -2.76131  0.0008
C 3.20583 -2.48190 -3.35479  -0.0010
C 2.85414 -4.93436 -2.92897  -0.0002
C 0.89241 -3.44228 -3.38209  -0.0037
H 5.03199 -4.75715 1.38010  0.0000
H 4.13693 -4.35744 -0.09600  0.0000
H 3.64209 -5.74004 0.89590  0.0000
H 4.62941 -2.33038 2.17450  0.0007
H 2.96073 -1.72562 2.27630  0.0004
H 3.69827 -2.00173 0.70375  -0.0011
H 3.94722 -4.32450 3.67339  0.0000
H 2.60020 -5.35465 3.15344  0.0000
H 2.28745 -3.70460 3.71759  -0.0001
H 1.41913 -6.46809 0.20125  0.0000
H 0.56653 -6.93238 -1.28374  0.0000
H 0.11206 -7.65802 0.26654  0.0000
H 0.13596 -5.27382 2.03942  -0.0001
H -1.32609 -6.27263 1.91945  0.0000
H -1.41196 -4.52526 1.65350  -0.0009
H -1.68318 -5.99488 -1.78188  0.0000
H -2.57157 -5.09900 -0.54536  0.0001
H -2.30337 -6.84328 -0.35250  0.0000
H 4.18009 -2.52861 -2.86586  -0.0001
H 2.78358 -1.48975 -3.19913  0.0015
H 3.34187 -2.64683 -4.42574  0.0001
H 3.84755 -4.99540 -2.48206  0.0000
H 2.93249 -5.19064 -3.98718  0.0001
H 2.21009 -5.66972 -2.44402  0.0000
H 0.45655 -2.46030 -3.19998  0.0032
H 0.22917 -4.20373 -2.97281  0.0000
H 0.97286 -3.59422 -4.46102  0.0000

Cartesian forces (eV/Å) of the 6 atoms listed first:
0.4 0.2 0.3
-0.1 0.0 0.3
-0.1 0.0 -0.1
0.0 0.0 -0.1
0.0 0.2 0.0
0.0 0.1 -0.1

Output
Highest occupied orbital energy (spin up / spin down) in eV: -4.732 / -4.745
2S+1: 2
Charge: -1